(1)
Formula: C8H14NO5S
Source: the Open Molecules 2025 dataset
Level of theory: the ωB97M-V functional and the def2-TZVPD basis

As for the total energy: -31081.4007 eV. The SMILES is O=C(O)C[C@](S)(NCCCCO)C(=O)[O-]. The HOMO energy comes out at -4.1 eV. Its total charge is -1.

Element x y z (Å)
O (1.760, -2.904, 0.320)
C (0.897, -3.013, -0.711)
O (1.499, -3.274, -2.041)
C (-0.733, -2.870, -0.605)
C (-1.223, -1.599, 0.366)
S (-3.094, -1.435, 0.017)
N (-0.494, -0.315, 0.038)
C (-0.994, 0.869, 0.835)
C (-0.045, 2.222, 0.675)
C (0.525, 2.462, -0.842)
C (2.017, 3.216, -0.781)
O (2.163, 4.098, 0.397)
C (-1.047, -2.120, 1.911)
O (0.037, -1.918, 2.679)
O (-2.188, -2.838, 2.561)
H (0.863, -3.927, -2.475)
H (-1.121, -3.869, -0.083)
H (-1.198, -2.770, -1.700)
H (-3.198, -1.481, -1.392)
H (0.541, -0.388, 0.166)
H (-2.090, 1.222, 0.544)
H (-1.044, 0.668, 2.011)
H (-0.774, 3.137, 0.906)
H (0.768, 2.198, 1.518)
H (-0.187, 3.217, -1.406)
H (0.697, 1.492, -1.473)
H (2.094, 3.885, -1.738)
H (2.894, 2.417, -0.823)
H (2.672, 3.619, 1.124)

The molecule's Mulliken atomic charges, reported in e, are given here: O -0.481; C 0.465; O -0.488; C -0.775; C 0.132; S -0.200; N -0.093; C -0.555; C -0.544; C -0.274; C -0.433; O -0.522; C 0.265; O -0.630; O -0.753; H 0.334; H 0.324; H 0.453; H 0.103; H 0.326; H 0.266; H 0.280; H 0.275; H 0.246; H 0.263; H 0.232; H 0.240; H 0.228; H 0.315

=====

(2)
Formula: C52H42ClN9O9PSY
Source: the Open Molecules 2025 dataset
Level of theory: the ωB97M-V functional and the def2-TZVPD basis

As for the total energy: -120133.9470 eV. The HOMO energy comes out at -6.8 eV. Its total charge is 0.

Element x y z (Å)
Y (0.333, 0.428, -0.148)
O (1.658, -3.645, 0.450)
C (0.638, -3.043, 0.099)
O (0.525, -1.785, -0.002)
C (-0.612, -3.880, -0.158)
C (-0.475, -5.250, 0.083)
C (-1.521, -6.131, -0.108)
C (-2.742, -5.651, -0.565)
C (-2.887, -4.300, -0.816)
C (-1.845, -3.389, -0.605)
P (-2.202, -1.631, -1.081)
C (-2.516, -2.018, -2.841)
C (-1.278, -2.264, -3.609)
C (-1.403, -2.861, -4.978)
C (-2.751, -3.142, -5.473)
C (-3.819, -2.700, -4.795)
C (-3.704, -2.132, -3.465)
C (-3.868, -1.371, -0.373)
C (-4.269, -1.947, 0.834)
C (-5.486, -1.608, 1.412)
C (-6.327, -0.692, 0.794)
C (-5.930, -0.094, -0.393)
C (-4.705, -0.416, -0.960)
H (0.491, -5.595, 0.425)
H (-1.385, -7.187, 0.087)
H (-3.573, -6.325, -0.733)
H (-3.834, -3.934, -1.194)
H (-0.358, -2.420, -3.053)
H (-0.573, -3.441, -5.368)
H (-2.867, -3.708, -6.389)
H (-4.815, -2.864, -5.188)
H (-4.622, -1.931, -2.935)
H (-3.629, -2.669, 1.327)
H (-5.782, -2.075, 2.344)
H (-7.284, -0.443, 1.236)
H (-6.566, 0.638, -0.875)
H (-4.394, 0.088, -1.865)
C (7.513, 4.942, -2.281)
O (7.054, 4.227, -1.149)
C (6.194, 4.872, -0.309)
C (5.786, 4.152, 0.813)
C (4.900, 4.703, 1.717)
C (4.429, 6.002, 1.521)
C (4.868, 6.727, 0.426)
C (5.727, 6.164, -0.510)
N (3.644, 6.724, 2.487)
N (2.668, 6.233, 3.066)
C (2.151, 4.936, 2.720)
C (2.082, 3.990, 3.709)
C (1.615, 2.695, 3.457)
C (1.127, 2.339, 2.206)
O (0.704, 1.146, 1.920)
C (1.076, 3.368, 1.198)
N (0.518, 3.016, 0.008)
C (0.479, 3.895, -0.960)
C (0.966, 5.209, -0.811)
C (1.521, 5.586, 0.377)
C (1.614, 4.652, 1.437)
H (8.191, 4.276, -2.807)
H (8.051, 5.846, -1.988)
H (6.686, 5.214, -2.944)
H (6.176, 3.152, 0.956)
H (4.589, 4.130, 2.579)
H (4.535, 7.751, 0.312)
H (6.039, 6.748, -1.364)
H (2.444, 4.248, 4.698)
H (1.629, 1.941, 4.233)
H (0.052, 3.565, -1.898)
H (0.889, 5.902, -1.639)
H (1.882, 6.597, 0.516)
O (-1.087, -1.481, -4.786)
Cl (0.485, 0.620, -3.265)
O (1.391, 1.725, -3.538)
O (-0.550, 1.110, -2.265)
O (1.196, -0.410, -2.452)
N (-4.004, 1.659, 1.674)
C (-4.474, 2.897, 1.209)
C (-5.476, 3.579, 1.877)
C (-5.905, 4.814, 1.403)
C (-5.303, 5.376, 0.289)
C (-4.280, 4.698, -0.363)
C (-3.886, 3.444, 0.076)
S (-2.708, 2.503, -0.835)
N (-2.058, 1.459, 0.361)
C (-2.770, 1.152, 1.379)
C (-2.232, 0.159, 2.351)
C (-2.702, 0.077, 3.654)
C (-2.170, -0.891, 4.492)
C (-1.182, -1.724, 4.005)
C (-0.745, -1.538, 2.700)
N (-1.262, -0.625, 1.889)
H (-4.534, 1.197, 2.391)
H (-5.920, 3.145, 2.766)
H (-6.699, 5.338, 1.917)
H (-5.622, 6.344, -0.074)
H (-3.797, 5.135, -1.229)
H (-3.438, 0.770, 4.037)
H (-2.517, -0.978, 5.514)
H (-0.731, -2.490, 4.620)
H (0.068, -2.129, 2.302)
C (4.323, 2.365, -1.982)
N (4.437, 0.991, -1.495)
C (5.465, 0.178, -1.841)
C (5.501, -1.118, -1.463)
C (4.391, -1.596, -0.694)
N (3.415, -0.783, -0.322)
C (3.407, 0.484, -0.726)
O (2.465, 1.255, -0.436)
N (4.289, -2.870, -0.313)
H (5.281, 2.663, -2.399)
H (4.069, 3.020, -1.153)
H (3.534, 2.423, -2.730)
H (6.242, 0.635, -2.438)
H (6.322, -1.758, -1.748)
H (4.945, -3.551, -0.647)
H (3.390, -3.169, 0.081)

Results of the Mulliken charge analysis, in e, for atoms 1 through 99: Y 0.464; O -1.065; C 0.182; O 0.069; C 0.668; C -0.949; C -0.662; C -0.935; C -0.568; C 0.384; P 1.935; C 0.164; C -0.211; C -0.516; C -0.916; C -0.737; C -0.122; C 0.217; C -0.648; C -0.752; C -0.806; C -0.887; C -0.465; H 0.497; H 0.408; H 0.454; H 0.458; H 0.614; H 0.535; H 0.398; H 0.396; H 0.425; H 0.378; H 0.450; H 0.449; H 0.463; H 0.671; C -0.989; O -0.430; C 0.710; C -0.320; C 0.088; C -0.043; C -0.631; C -0.641; N -0.367; N -0.664; C 0.007; C -0.390; C -0.799; C 0.608; O -0.339; C -0.391; N 0.557; C -0.506; C -1.571; C -0.843; C 1.430; H 0.234; H 0.405; H 0.371; H 0.412; H 0.438; H 0.438; H 0.452; H 0.404; H 0.482; H 0.707; H 0.480; H 0.553; O -0.464; Cl 0.827; O -0.602; O -0.466; O -0.479; N 0.821; C -0.445; C -0.762; C -0.620; C -0.731; C -0.699; C 1.070; S -0.134; N 0.192; C -0.078; C -0.303; C -0.755; C -0.978; C -1.163; C -0.638; N 1.369; H 0.340; H 0.437; H 0.399; H 0.403; H 0.464; H 0.604; H 0.454; H 0.532

=====

(3)
Formula: C10H9FO
Source: the Open Molecules 2025 dataset
Level of theory: the ωB97M-V functional and the def2-TZVPD basis

As for the total energy: -15275.4366 eV. The SMILES is CC#C[C@]1(F)C=CCC=C1C=O. The HOMO energy comes out at -9.6 eV. Its total charge is 0.

Element x y z (Å)
C (-2.968, -2.546, 0.827)
C (-1.794, -1.679, 0.537)
C (-0.875, -1.140, -0.029)
C (0.692, -0.420, -0.604)
F (1.179, -1.178, -1.651)
C (1.739, -0.466, 0.448)
C (2.035, 0.540, 1.256)
C (1.355, 1.860, 1.146)
C (0.713, 1.984, -0.227)
C (0.304, 0.986, -1.017)
C (-0.237, 1.244, -2.390)
O (-0.686, 2.309, -2.732)
H (-2.992, -3.383, 0.204)
H (-3.911, -1.896, 0.560)
H (-2.896, -2.970, 1.711)
H (2.222, -1.475, 0.308)
H (2.929, 0.276, 1.950)
H (0.800, 1.993, 2.009)
H (1.964, 2.677, 1.244)
H (0.462, 2.988, -0.605)
H (-0.035, 0.296, -2.944)

The molecule's Mulliken atomic charges, reported in e, are given here: C -1.317; C 0.711; C -0.648; C 1.103; F -0.326; C -0.647; C -0.220; C -1.024; C -0.253; C 0.054; C -0.060; O -0.509; H 0.349; H 0.252; H 0.393; H 0.298; H 0.252; H 0.419; H 0.459; H 0.406; H 0.309

=====

(4)
Formula: C2H8NOPS
Source: the Open Molecules 2025 dataset
Level of theory: the ωB97M-V functional and the def2-TZVPD basis

As for the total energy: -25865.0309 eV. The SMILES is NP(O)S.C=C. The HOMO energy comes out at -8.9 eV. Its total charge is 0.

Element x y z (Å)
N (-2.053, 1.434, 1.013)
P (-1.341, 0.072, 0.252)
O (-0.616, -0.530, 1.578)
S (-3.034, -1.378, -0.040)
H (-2.995, 1.267, 1.281)
H (-2.143, 2.175, 0.383)
H (-0.870, -0.190, 2.433)
H (-2.889, -1.577, -1.377)
C (2.368, -1.178, -0.250)
C (1.793, 0.036, -0.081)
H (2.362, -1.604, -1.285)
H (2.831, -1.522, 0.652)
H (1.229, 0.562, -0.849)
H (1.968, 0.690, 0.793)

The molecule's Mulliken atomic charges, reported in e, are given here: N -0.615; P 0.480; O -0.463; S -0.384; H 0.249; H 0.269; H 0.344; H 0.145; C -0.394; C -0.712; H 0.234; H 0.236; H 0.393; H 0.218

=====

Per-record maximum force, Eh/bohr: 0.1790 0.0162 0.1211 0.0550